The molecule C10H11NO2 at a distorted geometry, computed with ωB97M-V with the def2-TZVPD basis set.

For the highest occupied orbital energy (alpha / beta), the calculation gives -7.455 / -7.061 eV. The largest force on an atom is 0.128 Eh/bohr. As for the multiplicity: 1. The lowest unoccupied orbital energy (alpha / beta) is -0.1 / 0.3 eV. As for the HOMO-LUMO gap (alpha / beta): 7.377 / 7.320 eV.

Last column: natural (NBO) charge in e.
Atoms and positions in Å:
C: -2.939 1.692 1.596  -0.23
C: -1.824 2.314 2.093  -0.21
C: -2.698 0.686 0.632  -0.18
C: -0.532 1.815 1.915  -0.20
C: -1.429 0.286 0.229  -0.22
C: -0.337 0.827 0.844  -0.12
C: 1.532 -1.663 0.555  0.69
C: 1.138 -0.140 -1.051  -0.25
C: 0.962 0.569 0.299  0.29
C: 1.545 -2.603 -1.734  -0.43
N: 1.419 -1.516 -0.779  -0.47
O: 1.837 -2.559 1.341  -0.57
O: 2.132 1.260 0.709  -0.70
H: -3.965 1.997 1.874  0.22
H: -2.006 3.001 2.884  0.21
H: -3.655 0.442 0.021  0.21
H: 0.411 2.133 2.389  0.21
H: -1.312 -0.287 -0.646  0.20
H: 0.156 -0.023 -1.646  0.20
H: 2.048 0.256 -1.541  0.22
H: 1.626 -3.475 -1.180  0.23
H: 0.618 -2.608 -2.328  0.21
H: 2.501 -2.638 -2.260  0.21
H: 2.225 1.486 1.560  0.48

---

The molecule C14H19NO4S, computed with ωB97M-V with the def2-TZVPD basis set.

For the highest occupied orbital energy, the calculation gives -7.837 eV. The largest force on an atom is 0.017 Eh/bohr. As for the multiplicity: 1. The lowest unoccupied orbital energy is 0.8 eV. As for the HOMO-LUMO gap: 8.643 eV. The structure (SMILES) is CCOC(=O)c1c(NC(=O)[C@@H]2CCCO2)sc(C)c1C.

Last column: natural (NBO) charge in e.
Atoms and positions in Å:
C: -3.978 -3.051 0.948  -0.62
C: -2.635 -2.685 0.347  -0.07
O: -2.252 -1.408 0.852  -0.51
C: -1.079 -0.932 0.424  0.79
O: -0.375 -1.553 -0.359  -0.66
C: -0.726 0.372 0.965  -0.28
C: 0.487 0.949 0.632  0.07
N: 1.443 0.396 -0.176  -0.63
C: 2.599 1.037 -0.462  0.67
O: 2.851 2.147 -0.033  -0.61
C: 3.520 0.272 -1.404  0.01
C: 3.403 0.843 -2.834  -0.42
C: 3.417 -0.417 -3.697  -0.43
C: 2.735 -1.423 -2.774  -0.07
O: 3.189 -1.104 -1.469  -0.53
S: 0.717 2.491 1.345  0.51
C: -0.844 2.377 2.123  -0.21
C: -1.305 3.504 2.983  -0.64
C: -1.491 1.215 1.838  -0.01
C: -2.840 0.861 2.368  -0.63
H: -4.725 -2.310 0.677  0.21
H: -3.905 -3.090 2.032  0.21
H: -4.291 -4.023 0.578  0.22
H: -2.687 -2.634 -0.747  0.19
H: -1.864 -3.418 0.612  0.19
H: 1.250 -0.553 -0.508  0.47
H: 4.544 0.363 -1.020  0.21
H: 2.455 1.372 -2.945  0.21
H: 4.212 1.532 -3.060  0.23
H: 4.443 -0.729 -3.896  0.21
H: 2.891 -0.291 -4.640  0.22
H: 1.641 -1.325 -2.830  0.17
H: 3.008 -2.460 -2.972  0.20
H: -1.488 3.166 4.003  0.22
H: -0.545 4.280 3.008  0.22
H: -2.228 3.937 2.597  0.22
H: -3.226 1.661 2.993  0.21
H: -3.534 0.685 1.548  0.22
H: -2.786 -0.054 2.955  0.23

---

The molecule CH2ClFO2 at a distorted geometry, computed with ωB97M-V with the def2-TZVPD basis set.

For the highest occupied orbital energy, the calculation gives -10.625 eV. The largest force on an atom is 0.081 Eh/bohr. As for the multiplicity: 1. The lowest unoccupied orbital energy is 0.0 eV. As for the HOMO-LUMO gap: 10.604 eV. The structure (SMILES) is FOCOCl.

Last column: natural (NBO) charge in e.
Atoms and positions in Å:
F: 0.867 -2.055 0.254  -0.12
O: 0.215 -1.076 -0.511  -0.13
C: 0.331 0.165 -0.037  0.18
O: -0.881 0.667 0.679  -0.54
Cl: -2.115 1.307 -0.291  0.22
H: 0.496 0.813 -0.793  0.18
H: 1.086 0.179 0.700  0.20

---

A structure of composition C36H36GeN7O7S3Sn at a distorted geometry, computed with ωB97M-V with the def2-TZVPD basis set.

Its total charge is +3. For the highest occupied orbital energy, the calculation gives -15.234 eV. The largest force on an atom is 0.020 Eh/bohr. As for the multiplicity: 1. The lowest unoccupied orbital energy is -8.7 eV. As for the HOMO-LUMO gap: 6.545 eV.

Last column: Mulliken charge in e.
Atoms and positions in Å:
Sn: -0.162 -1.290 0.472  2.07
O: 1.217 2.290 4.078  -0.66
S: 1.045 1.951 2.707  0.97
O: -0.159 1.279 2.343  0.06
O: 2.350 1.034 2.275  0.35
C: 1.448 3.296 1.649  0.13
C: 2.134 4.325 2.280  -1.01
C: 2.486 5.460 1.563  -0.72
C: 2.168 5.561 0.223  -0.76
C: 1.530 4.510 -0.429  -0.63
C: 1.169 3.370 0.266  -0.30
S: 0.455 2.069 -0.719  0.46
O: -1.004 2.095 -0.313  0.33
O: 0.639 2.345 -2.103  -0.70
O: 1.080 0.828 -0.239  0.32
H: 2.366 4.235 3.333  0.59
H: 3.005 6.265 2.066  0.47
H: 2.424 6.453 -0.333  0.47
H: 1.326 4.548 -1.491  0.62
N: 4.524 -0.609 0.280  0.19
C: 5.194 -0.192 1.434  0.05
C: 6.533 0.168 1.384  -0.94
C: 7.177 0.554 2.546  -0.63
C: 6.505 0.574 3.770  -0.83
C: 5.174 0.217 3.823  -0.56
C: 4.525 -0.158 2.648  0.88
S: 2.818 -0.485 2.685  0.21
N: 2.526 -1.295 1.299  -0.09
C: 3.309 -1.143 0.236  0.75
C: 2.837 -1.608 -1.106  -0.08
C: 3.715 -1.760 -2.171  -0.82
C: 3.209 -2.051 -3.432  -0.68
C: 1.847 -2.208 -3.583  -0.95
C: 1.048 -2.117 -2.453  -0.37
N: 1.529 -1.825 -1.249  0.22
H: 5.052 -0.549 -0.575  0.18
H: 7.075 0.142 0.444  0.48
H: 8.220 0.837 2.503  0.44
H: 7.022 0.874 4.670  0.46
H: 4.633 0.231 4.763  0.51
H: 4.786 -1.681 -2.052  0.53
H: 3.880 -2.157 -4.274  0.48
H: 1.411 -2.420 -4.549  0.50
H: -0.018 -2.302 -2.508  0.57
C: 0.835 -1.935 5.564  -0.82
N: -0.457 -1.439 5.122  -0.24
C: -0.801 -1.274 3.839  0.55
N: -2.057 -0.849 3.582  -0.19
O: 0.002 -1.572 2.911  -0.36
H: 0.704 -2.513 6.474  0.39
H: 1.526 -1.114 5.764  0.25
H: 1.250 -2.579 4.793  0.22
H: -1.096 -1.120 5.832  0.21
H: -2.656 -0.531 4.324  0.26
H: -2.281 -0.539 2.654  -0.27
Ge: -2.460 1.289 -1.250  0.42
C: -3.554 0.917 0.303  0.34
C: -4.296 -0.266 0.306  -0.28
C: -5.169 -0.534 1.352  -0.69
C: -5.290 0.371 2.399  -0.62
C: -4.529 1.535 2.413  -0.77
C: -3.669 1.817 1.361  -0.17
C: -2.718 2.331 -2.849  0.37
C: -2.688 3.723 -2.821  -0.06
C: -2.868 4.428 -3.999  -0.78
C: -3.103 3.749 -5.189  -0.49
C: -3.150 2.362 -5.210  -0.70
C: -2.952 1.645 -4.039  -0.43
H: -1.898 -0.123 -1.687  -0.28
H: -4.210 -0.960 -0.524  0.46
H: -5.770 -1.434 1.338  0.48
H: -5.993 0.177 3.199  0.47
H: -4.626 2.233 3.234  0.46
H: -3.092 2.734 1.363  0.43
H: -2.521 4.253 -1.890  0.43
H: -2.835 5.510 -3.993  0.43
H: -3.256 4.305 -6.105  0.42
H: -3.344 1.836 -6.135  0.41
H: -2.990 0.562 -4.046  0.34
C: 0.404 -6.177 2.696  -0.86
N: -0.281 -5.223 1.828  0.14
C: -1.602 -4.861 1.922  -0.55
C: -1.804 -3.898 0.984  -0.52
N: -0.618 -3.665 0.304  -0.26
C: 0.275 -4.480 0.861  -0.22
H: -0.174 -7.094 2.774  0.35
H: 0.525 -5.752 3.691  0.31
H: 1.382 -6.407 2.284  0.33
H: -2.272 -5.327 2.626  0.50
H: -2.722 -3.411 0.695  0.57
H: 1.297 -4.587 0.530  0.43

---

A cluster of 2 separate species, C2HNO in total at a distorted geometry, computed with ωB97M-V with the def2-TZVPD basis set.

For the highest occupied orbital energy, the calculation gives -12.624 eV. The largest force on an atom is 0.028 Eh/bohr. As for the multiplicity: 1. The lowest unoccupied orbital energy is 0.6 eV. As for the HOMO-LUMO gap: 13.212 eV.

Last column: natural (NBO) charge in e.
Atoms and positions in Å:
O: -1.848 -1.435 -0.916  -0.46
C: -1.569 -0.386 -0.597  0.50
C: 1.114 0.625 0.499  0.05
N: 2.207 0.556 0.855  -0.31
H: 0.095 0.640 0.159  0.22

---

A cluster of 3 separate species, C3H11NO3 in total at a distorted geometry, computed with ωB97M-V with the def2-TZVPD basis set.

For the highest occupied orbital energy, the calculation gives -9.919 eV. The largest force on an atom is 0.040 Eh/bohr. As for the multiplicity: 1. The lowest unoccupied orbital energy is 0.7 eV. As for the HOMO-LUMO gap: 10.600 eV. The structure (SMILES) is CCC(N)=O.O.O.

Last column: natural (NBO) charge in e.
Atoms and positions in Å:
C: 0.474 -2.388 -0.127  -0.61
C: 0.664 -0.851 0.044  -0.50
C: 0.305 -0.195 -1.309  0.69
N: 1.125 -0.516 -2.329  -0.82
O: -0.759 0.393 -1.402  -0.65
H: -0.093 -2.579 -1.041  0.21
H: -0.140 -2.789 0.674  0.22
H: 1.387 -2.962 -0.258  0.21
H: -0.071 -0.479 0.743  0.25
H: 1.721 -0.625 0.194  0.21
H: 1.996 -0.973 -2.173  0.39
H: 1.051 -0.169 -3.276  0.40
O: -0.499 2.512 3.314  -0.97
H: -0.163 3.393 3.107  0.46
H: -1.096 2.251 2.609  0.50
O: -1.870 2.003 0.812  -0.96
H: -2.721 2.004 0.388  0.47
H: -1.311 1.970 0.030  0.49

---

A structure of composition C22H18BrN4OSSc, computed with ωB97M-V with the def2-TZVPD basis set.

Its total charge is +2. For the highest occupied orbital energy, the calculation gives -13.437 eV. The largest force on an atom is 0.003 Eh/bohr. As for the multiplicity: 1. The lowest unoccupied orbital energy is -6.8 eV. As for the HOMO-LUMO gap: 6.633 eV.

Last column: natural (NBO) charge in e.
Atoms and positions in Å:
Sc: -0.351 0.717 0.617  1.86
Br: -0.837 -6.778 -0.419  0.14
C: -0.845 -4.965 0.073  -0.13
C: -1.475 -4.568 1.255  -0.13
C: -1.487 -3.240 1.639  -0.28
C: -0.872 -2.283 0.843  0.43
O: -0.854 -0.995 1.211  -0.84
C: -0.249 -2.669 -0.358  -0.23
C: 0.369 -1.734 -1.249  0.25
N: 0.380 -0.439 -1.145  -0.62
C: 1.029 0.326 -2.159  0.09
C: 1.257 -0.073 -3.450  -0.18
C: 1.929 0.774 -4.355  -0.18
C: 2.352 2.014 -3.975  -0.15
C: 2.091 2.474 -2.662  -0.11
C: 2.462 3.756 -2.204  -0.06
C: 2.144 4.149 -0.932  -0.27
C: 1.440 3.258 -0.113  0.12
N: 1.087 2.041 -0.495  -0.62
C: 1.416 1.629 -1.762  0.23
C: -0.235 -4.027 -0.725  -0.14
H: -1.955 -5.313 1.875  0.25
H: -1.972 -2.932 2.555  0.24
H: 0.883 -2.185 -2.097  0.20
H: 0.910 -1.034 -3.806  0.23
H: 2.100 0.427 -5.365  0.25
H: 2.870 2.662 -4.669  0.24
H: 2.991 4.424 -2.873  0.25
H: 2.409 5.126 -0.558  0.25
H: 1.143 3.553 0.887  0.20
H: 0.251 -4.329 -1.644  0.24
C: -0.831 3.163 6.467  -0.68
C: -0.432 2.525 5.186  0.38
C: 0.686 1.743 5.007  -0.33
C: 0.938 1.197 3.751  0.39
N: 0.124 1.458 2.715  -0.63
C: -0.983 2.202 2.883  0.30
S: -2.035 2.459 1.578  -0.13
N: -1.237 2.722 4.112  -0.51
C: 2.097 0.304 3.482  -0.67
H: -0.114 2.937 7.250  0.27
H: -1.816 2.805 6.774  0.27
H: -0.891 4.246 6.345  0.27
H: 1.350 1.550 5.836  0.27
H: -2.082 3.274 4.216  0.46
H: 2.718 0.168 4.362  0.26
H: 2.710 0.718 2.679  0.26
H: 1.725 -0.671 3.156  0.26

---

The ion C4H9N3P with charge +1 at a distorted geometry, computed with ωB97M-V with the def2-TZVPD basis set.

Its total charge is +1. For the highest occupied orbital energy, the calculation gives -13.039 eV. The largest force on an atom is 0.080 Eh/bohr. As for the multiplicity: 1. The lowest unoccupied orbital energy is -6.0 eV. As for the HOMO-LUMO gap: 7.032 eV.

Last column: natural (NBO) charge in e.
Atoms and positions in Å:
C: 1.949 -0.421 0.015  -0.27
C: 2.098 0.394 -0.993  0.24
C: 0.729 -0.756 0.861  -0.43
C: -0.566 -0.013 0.359  0.08
N: -0.756 2.011 -0.868  -0.29
N: -0.169 1.018 -0.535  -0.08
N: -1.454 0.176 1.402  -0.85
P: -1.211 -1.350 -1.071  0.29
H: 2.932 -0.735 0.552  0.33
H: 2.127 1.069 -1.846  0.29
H: 0.671 -1.779 0.925  0.25
H: 0.951 -0.406 1.879  0.27
H: -1.540 2.515 -0.330  0.35
H: -1.879 -0.573 1.853  0.41
H: -2.167 0.927 1.333  0.40
H: -0.007 -1.831 -1.741  0.01
H: -1.706 -0.244 -1.795  -0.01

---

Relative energy (zero: lowest compared OMol25 entry of this formula, charge and spin) for every record listed, in sequence, given in eV: 4.673; 0.000; 6.405; 1.673; 0.090; 0.523; 0.000; 6.787.